(1)
Here is a molecular structure, C24H36HfN9O2S from the Open Molecules 2025 dataset. Energies are from wB97M-V/def2-TZVPD.

Values from the calculation:
Energy above the lowest of the compared OMol25 structures with the same formula, charge and spin: 0.0 kJ/mol
Kohn-Sham gap: 7.09 eV
Charge: +1
LUMO level: -0.081 Ha

Last column: Mulliken charge in e.
CARTESIAN COORDINATES (ANGSTROEM)
Hf: -0.774 0.469 0.495  1.20
N: -1.789 2.401 -0.500  -0.49
C: -1.608 3.649 0.340  -0.81
C: -0.489 3.399 1.357  -0.75
N: -0.669 2.211 2.172  0.26
C: 0.610 1.996 2.936  -0.92
C: 0.604 0.568 3.478  -0.93
N: 0.150 -0.399 2.443  -0.46
C: -1.815 2.267 3.118  -0.49
C: -3.092 1.787 2.460  -0.89
N: -2.758 0.466 1.754  -0.50
H: -1.070 2.462 -1.228  -0.17
H: -2.701 2.329 -0.969  0.28
H: -2.553 3.917 0.820  0.23
H: -1.315 4.469 -0.333  0.57
H: -0.331 4.280 1.997  0.52
H: 0.446 3.263 0.809  0.29
H: 0.686 2.727 3.769  0.44
H: 1.480 2.172 2.336  0.60
H: -0.184 0.554 4.262  0.35
H: 1.585 0.367 3.888  0.52
H: -0.464 -1.193 2.810  0.13
H: 0.989 -0.898 2.157  0.44
H: -1.869 3.281 3.509  0.35
H: -1.610 1.537 3.943  0.22
H: -3.541 2.500 1.769  0.30
H: -3.783 1.545 3.300  0.47
H: -3.521 0.222 1.109  0.34
H: -2.862 -0.293 2.477  0.24
N: 2.096 -3.518 -5.188  -0.48
C: 1.281 -3.245 -4.159  1.14
C: 0.122 -3.941 -3.895  -0.88
C: -0.744 -3.517 -2.921  -0.37
C: -0.415 -2.429 -2.185  -0.12
C: 0.813 -1.740 -2.370  -0.20
C: 1.648 -2.131 -3.381  -1.12
S: -1.739 -1.716 -1.277  1.11
O: -1.478 -0.270 -1.440  -0.73
O: -3.001 -2.258 -1.662  -0.74
N: -1.516 -1.749 0.345  -0.31
C: -1.812 -2.851 1.093  0.47
N: -2.002 -2.663 2.425  -0.48
C: -2.245 -3.757 3.209  -0.24
C: -2.208 -5.016 2.694  -0.81
C: -2.044 -5.110 1.276  -0.07
N: -1.879 -4.090 0.510  -0.44
H: 2.031 -4.383 -5.661  0.23
H: 3.033 -3.158 -5.168  0.22
H: -0.172 -4.825 -4.458  0.30
H: -1.612 -4.101 -2.666  0.47
H: 1.020 -0.828 -1.869  0.36
H: 2.525 -1.553 -3.675  0.37
H: -2.403 -3.497 4.259  0.44
H: -2.318 -5.894 3.300  0.40
H: -2.152 -6.059 0.750  0.43
C: 0.530 2.062 -3.020  -1.23
C: 1.826 2.155 -2.237  1.06
C: 2.982 2.607 -2.869  -0.83
C: 4.198 2.665 -2.186  -0.85
C: 4.239 2.129 -0.901  -0.74
C: 3.163 1.591 -0.289  1.06
C: 3.409 0.746 0.987  -1.52
C: 1.905 1.609 -0.903  -0.22
N: 0.813 1.054 -0.295  0.94
H: -0.041 1.206 -2.567  0.31
H: 0.724 1.777 -4.089  0.47
H: -0.055 3.021 -2.948  0.22
H: 2.881 3.025 -3.891  0.39
H: 5.147 2.951 -2.646  0.37
H: 5.222 2.035 -0.452  0.40
H: 3.701 -0.281 0.783  0.34
H: 2.490 0.761 1.607  0.09
H: 4.286 1.136 1.557  0.44

(2)
Here is 2 unconnected molecules or ions with the total composition C5H15N2OS from the Open Molecules 2025 dataset. Energies are from wB97M-V/def2-TZVPD.

Values from the calculation:
Energy above the lowest of the compared OMol25 structures with the same formula, charge and spin: 21.2 kJ/mol
Kohn-Sham gap: 5.95 eV
Charge: -1
LUMO level: 0.117 Ha

Last column: natural (NBO) charge in e.
CARTESIAN COORDINATES (ANGSTROEM)
C: 0.385 0.653 -0.665  -0.22
N: -0.094 0.037 0.552  -0.65
C: -1.530 0.241 0.806  -0.23
C: -1.891 -0.062 2.258  -0.54
S: -3.625 -0.555 2.479  -0.70
C: 1.899 0.673 -0.741  -0.05
N: 2.502 -0.632 -0.567  -0.85
C: 2.375 1.287 -2.062  -0.60
H: 0.004 0.049 -1.501  0.18
H: -0.030 1.676 -0.769  0.16
H: 0.400 0.336 1.385  0.35
H: -1.789 1.270 0.551  0.15
H: -2.107 -0.363 0.108  0.18
H: -1.762 0.882 2.807  0.18
H: -1.129 -0.758 2.628  0.17
H: 2.296 1.342 0.031  0.17
H: 1.981 -1.156 0.125  0.38
H: 2.508 -1.139 -1.441  0.35
H: 1.889 2.241 -2.232  0.21
H: 2.112 0.640 -2.919  0.19
H: 3.456 1.368 -2.043  0.21
H: -3.324 -2.458 0.615  0.50
H: -1.877 -2.498 0.331  0.46
O: -2.649 -3.075 0.266  -0.98

(3)
Here is 6 unconnected molecules or ions with the total composition C6H24N12O6 from the Open Molecules 2025 dataset. Energies are from wB97M-V/def2-TZVPD.

Values from the calculation:
Energy above the lowest of the compared OMol25 structures with the same formula, charge and spin: 126.8 kJ/mol
Kohn-Sham gap: 8.77 eV
Charge: 0
LUMO level: -0.002 Ha

Last column: natural (NBO) charge in e.
CARTESIAN COORDINATES (ANGSTROEM)
N: 3.397 1.594 -2.022  -0.86
C: 2.279 2.174 -2.526  0.75
N: 1.120 1.750 -1.962  -0.84
O: 2.297 2.841 -3.558  -0.67
H: 4.280 1.796 -2.453  0.41
H: 3.389 1.168 -1.110  0.39
H: 0.244 1.851 -2.432  0.40
H: 1.292 0.955 -1.367  0.40
N: -2.201 -4.040 2.186  -0.85
C: -1.855 -5.337 2.127  0.77
N: -1.086 -5.647 1.038  -0.85
O: -2.274 -6.217 2.873  -0.68
H: -1.775 -3.335 1.600  0.42
H: -2.899 -3.735 2.839  0.39
H: -0.585 -6.515 1.011  0.40
H: -0.866 -4.970 0.327  0.40
N: -0.783 3.783 -0.516  -0.84
C: -1.588 2.939 0.189  0.76
N: -2.444 2.214 -0.589  -0.87
O: -1.637 2.991 1.404  -0.65
H: -0.256 4.483 -0.029  0.41
H: -0.864 3.890 -1.511  0.38
H: -2.515 2.365 -1.578  0.39
H: -3.187 1.740 -0.107  0.41
N: -0.145 0.083 0.431  -0.86
C: 0.156 -1.137 0.959  0.80
N: 1.393 -1.139 1.525  -0.85
O: -0.507 -2.170 0.832  -0.72
H: 0.359 0.889 0.776  0.43
H: -1.115 0.197 0.192  0.40
H: 1.761 -0.231 1.756  0.42
H: 1.739 -2.019 1.860  0.41
N: 3.745 3.252 0.779  -0.83
C: 3.248 2.421 1.734  0.79
N: 3.955 2.402 2.887  -0.84
O: 2.294 1.666 1.549  -0.73
H: 3.509 3.392 -0.184  0.43
H: 4.535 3.735 1.173  0.38
H: 4.881 2.768 3.012  0.40
H: 3.577 1.880 3.657  0.41
N: -3.906 -1.798 -2.937  -0.85
C: -2.870 -2.330 -2.223  0.77
N: -2.384 -1.449 -1.311  -0.87
O: -2.364 -3.437 -2.327  -0.65
H: -4.356 -2.326 -3.662  0.41
H: -4.424 -1.058 -2.502  0.38
H: -2.952 -0.646 -1.112  0.35
H: -1.614 -1.683 -0.692  0.43

(4)
Here is a single C4H4O2 molecule from the Open Molecules 2025 dataset. Energies are from wB97M-V/def2-TZVPD.

Values from the calculation:
Energy above the lowest of the compared OMol25 structures with the same formula, charge and spin: 305.1 kJ/mol
Kohn-Sham gap: 8.20 eV
Charge: 0
LUMO level: 0.012 Ha

Last column: natural (NBO) charge in e.
CARTESIAN COORDINATES (ANGSTROEM)
O: -0.297 0.465 2.676  -0.66
C: 0.272 -0.008 1.535  0.05
C: 0.293 0.605 0.372  -0.07
C: 0.167 0.891 -0.867  -0.14
C: -0.256 0.437 -2.039  0.13
O: -0.097 -0.886 -2.318  -0.66
H: -0.138 -0.190 3.361  0.48
H: 0.731 -0.997 1.582  0.18
H: -0.724 0.985 -2.848  0.20
H: 0.050 -1.302 -1.452  0.48

(5)
Here is a single C4H6N2O2 molecule from the Open Molecules 2025 dataset. Energies are from wB97M-V/def2-TZVPD.

Values from the calculation:
Energy above the lowest of the compared OMol25 structures with the same formula, charge and spin: 687.1 kJ/mol
Kohn-Sham gap: 10.89 eV
Charge: 0
LUMO level: 0.033 Ha

Last column: natural (NBO) charge in e.
CARTESIAN COORDINATES (ANGSTROEM)
C: 2.493 -0.817 0.492  -0.10
N: 1.321 -1.259 0.615  -0.13
O: 0.594 0.100 0.838  -0.49
C: -0.924 -0.149 0.799  0.36
C: -0.984 -0.273 -0.937  -0.48
C: -1.122 1.270 -1.047  0.04
N: -1.572 1.967 -0.046  -0.09
O: -1.506 0.989 1.171  -0.41
H: 3.242 -1.796 0.528  0.19
H: 2.953 0.188 0.636  0.22
H: -1.482 -0.746 1.579  0.23
H: -1.961 -0.604 -1.439  0.24
H: -0.058 -0.662 -1.226  0.24
H: -0.993 1.791 -1.963  0.21

(6)
Here is a molecular structure, C23H17N5SZn from the Open Molecules 2025 dataset. Energies are from wB97M-V/def2-TZVPD.

Values from the calculation:
Kohn-Sham gap: 6.69 eV
Charge: 0
LUMO level: -0.002 Ha

Last column: natural (NBO) charge in e.
CARTESIAN COORDINATES (ANGSTROEM)
Zn: 0.243 -0.871 -0.842  1.61
C: -3.923 -1.175 -2.332  -0.27
C: -2.554 -1.463 -2.244  0.07
N: -1.670 -0.602 -1.797  -0.56
C: -2.075 0.644 -1.431  0.21
C: -3.439 1.019 -1.471  -0.09
C: -4.363 0.055 -1.926  -0.12
C: -3.819 2.314 -1.059  -0.24
C: -2.860 3.183 -0.615  -0.17
C: -1.502 2.833 -0.578  -0.28
C: -1.067 1.585 -0.996  0.18
N: 0.201 1.096 -1.029  -0.79
C: 1.393 1.724 -1.090  0.19
C: 1.671 3.088 -1.106  -0.30
C: 2.983 3.568 -1.218  -0.16
C: 4.058 2.728 -1.341  -0.27
C: 3.839 1.335 -1.378  -0.09
C: 4.877 0.401 -1.578  -0.11
C: 4.594 -0.937 -1.637  -0.27
C: 3.266 -1.350 -1.478  0.06
N: 2.278 -0.506 -1.285  -0.57
C: 2.523 0.829 -1.240  0.21
H: -4.605 -1.928 -2.701  0.22
H: -2.179 -2.439 -2.530  0.20
H: -5.418 0.298 -1.938  0.22
H: -4.861 2.603 -1.105  0.21
H: -3.152 4.170 -0.276  0.21
H: -0.788 3.539 -0.182  0.21
H: 0.867 3.805 -1.058  0.21
H: 3.150 4.638 -1.204  0.21
H: 5.069 3.107 -1.425  0.21
H: 5.892 0.761 -1.688  0.22
H: 5.368 -1.673 -1.802  0.22
H: 3.006 -2.403 -1.491  0.20
C: -1.231 -6.591 0.916  -0.65
C: -0.742 -5.327 0.279  0.30
C: -0.172 -5.324 -1.001  -0.36
C: 0.255 -4.109 -1.484  0.09
N: 0.144 -2.984 -0.782  -0.68
C: -0.408 -3.062 0.467  0.25
S: -0.538 -1.587 1.313  -0.36
N: -0.858 -4.215 0.989  -0.49
H: -0.377 -7.161 1.287  0.23
H: -1.772 -7.211 0.201  0.22
H: -1.872 -6.346 1.759  0.24
H: -0.070 -6.229 -1.582  0.22
H: 0.706 -4.018 -2.467  0.20

(7)
Here is a gas-phase ion, C4H8NOS (charge +1) from the Open Molecules 2025 dataset. Energies are from wB97M-V/def2-TZVPD.

Values from the calculation:
Energy above the lowest of the compared OMol25 structures with the same formula, charge and spin: 328.3 kJ/mol
Kohn-Sham gap: 10.09 eV
Charge: +1
LUMO level: -0.121 Ha

Last column: natural (NBO) charge in e.
CARTESIAN COORDINATES (ANGSTROEM)
C: 0.911 -1.289 -1.004  0.01
C: 0.373 -1.495 0.216  -0.05
C: 1.141 0.541 0.232  0.07
C: -1.078 0.171 1.074  -0.27
N: 1.263 0.002 -1.149  -0.59
O: 0.319 -0.352 1.017  -0.32
S: -2.180 -0.436 -0.219  0.11
H: 0.883 -2.097 -1.733  0.27
H: -0.241 -2.405 0.607  0.26
H: 2.120 0.686 0.736  0.24
H: 0.655 1.495 0.153  0.21
H: -1.313 -0.360 1.988  0.25
H: -0.995 1.305 0.983  0.26
H: 0.950 0.620 -1.872  0.43
H: -2.428 -1.501 0.459  0.13

(8)
Here is a molecular structure, C55H52MoN5O4P2 from the Open Molecules 2025 dataset. Energies are from wB97M-V/def2-TZVPD.

Values from the calculation:
Kohn-Sham gap (alpha / beta): 4.51 / 4.52 eV
Charge: +3
LUMO level (alpha / beta): -0.359 / -0.359 Ha

Last column: Mulliken charge in e.
CARTESIAN COORDINATES (ANGSTROEM)
Mo: 0.082 -0.073 0.005  -2.13
C: -3.104 -1.345 -0.538  -0.84
C: -3.199 -1.028 0.949  -2.03
P: -1.592 -0.522 1.727  3.59
C: -0.995 -1.989 2.615  0.21
C: -0.996 -3.246 2.013  -0.62
C: -0.413 -4.321 2.663  -0.45
C: 0.173 -4.157 3.909  -1.22
C: 0.166 -2.909 4.511  -1.00
C: -0.404 -1.827 3.865  -0.82
C: -2.221 0.546 3.036  0.39
C: -1.951 1.908 3.058  -0.28
C: -2.498 2.695 4.057  -0.90
C: -3.312 2.128 5.023  -0.68
C: -3.591 0.769 4.989  -0.89
C: -3.052 -0.026 3.997  -0.44
P: -1.892 -0.283 -1.442  3.13
C: -2.312 -0.531 -3.185  0.77
C: -2.800 -1.761 -3.617  -0.49
C: -3.134 -1.936 -4.946  -0.84
C: -2.957 -0.900 -5.849  -0.70
C: -2.437 0.313 -5.425  -0.87
C: -2.110 0.505 -4.095  -0.82
C: -2.333 1.447 -1.092  -0.31
C: -1.262 2.149 -0.526  0.44
C: -1.371 3.499 -0.240  -0.55
C: -2.565 4.151 -0.531  -0.83
C: -3.627 3.464 -1.101  -0.78
C: -3.523 2.107 -1.376  -0.58
H: -4.082 -1.247 -1.016  0.91
H: -2.764 -2.377 -0.679  0.24
H: -3.600 -1.884 1.498  0.68
H: -3.876 -0.184 1.111  0.61
H: -1.477 -3.395 1.052  0.59
H: -0.417 -5.295 2.204  0.66
H: 0.633 -4.993 4.413  0.49
H: 0.608 -2.771 5.485  0.51
H: -0.409 -0.858 4.339  0.62
H: -1.323 2.346 2.291  0.14
H: -2.285 3.751 4.089  0.49
H: -3.728 2.743 5.805  0.45
H: -4.222 0.329 5.743  0.47
H: -3.262 -1.086 3.966  0.43
H: -2.934 -2.576 -2.918  0.42
H: -3.537 -2.879 -5.278  0.49
H: -3.225 -1.040 -6.883  0.45
H: -2.287 1.112 -6.134  0.48
H: -1.705 1.452 -3.762  0.50
H: -0.248 1.628 -0.487  0.68
H: -0.539 4.059 0.167  0.57
H: -2.652 5.208 -0.335  0.49
H: -4.534 3.993 -1.348  0.51
H: -4.348 1.569 -1.819  0.56
O: 0.333 -1.021 -2.965  -0.46
C: 1.354 -0.405 -2.701  -0.95
N: 2.460 -0.258 -3.443  0.42
C: 3.552 0.301 -2.667  3.44
C: 2.829 0.558 -1.352  -0.62
O: 3.298 0.981 -0.302  -0.95
N: 1.534 0.223 -1.485  1.18
C: 4.163 1.587 -3.216  -0.62
C: 4.001 1.947 -4.551  -0.38
C: 4.634 3.075 -5.041  -0.89
C: 5.438 3.847 -4.207  -0.50
C: 5.587 3.500 -2.870  -0.95
C: 4.967 2.368 -2.379  -0.29
C: 4.742 -0.653 -2.587  -0.09
C: 5.180 -1.260 -3.765  -0.43
C: 6.278 -2.097 -3.746  -1.04
C: 6.974 -2.302 -2.562  -0.56
C: 6.543 -1.697 -1.390  -1.12
C: 5.430 -0.876 -1.400  -0.15
H: 2.583 -0.736 -4.320  0.40
H: 3.392 1.350 -5.212  0.35
H: 4.514 3.348 -6.079  0.44
H: 5.963 4.701 -4.603  0.43
H: 6.202 4.102 -2.219  0.45
H: 5.108 2.085 -1.347  0.44
H: 4.680 -1.068 -4.702  0.33
H: 6.602 -2.575 -4.657  0.46
H: 7.859 -2.916 -2.558  0.46
H: 7.085 -1.856 -0.469  0.50
H: 5.108 -0.402 -0.485  0.49
N: 1.052 0.762 2.775  -0.46
N: 1.227 1.245 1.429  -0.17
H: 1.366 1.444 3.468  0.30
H: 1.610 -0.081 2.902  0.15
H: 2.229 1.232 1.104  0.39
H: 0.963 2.236 1.436  0.40
C: -2.814 -6.439 1.199  -1.22
O: -1.916 -5.948 0.214  -0.07
C: -1.235 -6.864 -0.523  1.52
C: -1.174 -8.227 -0.243  -0.78
C: -0.509 -9.090 -1.094  -0.77
C: 0.092 -8.610 -2.248  -0.82
C: 0.063 -7.257 -2.531  -0.13
C: -0.570 -6.377 -1.664  -1.11
N: -0.657 -4.990 -1.976  0.39
C: -0.051 -3.980 -1.388  0.15
C: 0.993 -4.021 -0.444  1.04
C: 1.756 -5.172 -0.135  -0.78
C: 2.837 -5.119 0.703  -1.10
C: 3.208 -3.910 1.310  -1.07
C: 2.485 -2.772 1.074  -0.52
C: 1.370 -2.789 0.209  0.20
O: 0.695 -1.701 0.089  0.19
H: -3.340 -5.563 1.573  0.19
H: -2.285 -6.929 2.022  0.48
H: -3.531 -7.138 0.759  0.51
H: -1.664 -8.617 0.634  0.49
H: -0.471 -10.141 -0.857  0.46
H: 0.580 -9.293 -2.922  0.43
H: 0.544 -6.876 -3.416  0.54
H: -1.303 -4.766 -2.726  0.40
H: -0.366 -2.990 -1.720  0.25
H: 1.485 -6.110 -0.592  0.33
H: 3.407 -6.013 0.895  0.56
H: 4.057 -3.881 1.976  0.55
H: 2.735 -1.823 1.542  0.41

One value per record, in order, for calculated total energy: -55118.578; -21292.313; -36783.461; -8303.915; -11313.921; -90833.761; -18639.845; -93929.617 eV.
One value per record, in order, for strongest force on any atom: 2.456; 0.869; 3.000; 0.437; 5.509; 0.427; 5.141; 4.378 eV Å⁻¹.